Below is C25H29N4O17P2SV as an isolated structure, with properties calculated with the ωB97M-V functional and the def2-TZVPD basis.

Properties
- E: -122279.44007 eV
- Total charge: -1
- LUMO level (spin up / spin down): 1.5974 / 1.7861 eV
- HOMO level (spin up / spin down): -6.30 / -6.30 eV
- Spin multiplicity: 2

Element x y z (Å)
V 2.5548 0.6257 1.9639
O 2.4269 0.6919 6.0693
C 2.1210 0.7172 4.8892
O 2.9054 0.5122 3.9166
C 0.6405 1.1150 4.5603
C 0.6199 2.3942 3.6937
C -0.7419 3.0907 3.8659
C -1.6636 2.1144 3.1109
C -0.6328 1.1111 2.5539
O 0.5363 1.8896 2.3697
C -0.2124 0.1540 3.6933
C 0.5534 -1.0027 3.0292
O 0.2396 -2.1580 3.2020
O 1.4726 -0.5785 2.2309
H 0.1651 1.2793 5.5299
H 1.4964 3.0344 3.8034
H -0.7227 4.0702 3.3873
H -1.0107 3.2138 4.9131
H -2.2174 2.6136 2.3150
H -2.3786 1.6138 3.7630
H -0.8964 0.6057 1.6217
H -1.0593 -0.2661 4.2410
C 0.5392 -3.4700 -0.5764
C 1.9632 -3.1048 -0.3825
N 2.4133 -2.1587 0.4004
C 3.7674 -2.1731 0.3031
C 4.1541 -3.1811 -0.5751
N 2.9831 -3.7540 -0.9923
C 5.4187 -3.7429 -1.0864
O 6.5420 -3.2156 -0.6575
O 5.3827 -4.6819 -1.8595
C 4.6233 -1.1714 0.9812
O 5.8523 -1.2413 0.8712
O 4.0522 -0.2826 1.6924
H -0.0553 -2.9002 0.1297
H 0.3872 -4.5350 -0.4020
H 0.2132 -3.2360 -1.5897
H 2.9688 -4.5090 -1.6623
H 6.3790 -2.4106 -0.0612
O 2.8427 2.1263 -1.8885
P 3.3219 1.0114 -0.8570
O 3.8720 -0.1617 -1.5256
O 2.1815 0.8668 0.1560
O 4.4756 1.8424 -0.0072
P 3.8167 2.9695 0.9409
O 5.0939 3.7008 1.5468
O 2.9753 3.8902 0.1416
O 3.1594 2.2693 2.1121
H 2.7011 2.9455 -1.3771
H 5.4350 4.3268 0.9100
C -3.4254 2.9683 -4.5839
C -2.5246 2.2315 -3.6019
C -2.8356 0.7321 -3.5468
N -1.8537 0.0026 -2.7690
C -1.6483 0.1576 -1.4380
S -0.1952 -0.1743 -0.7308
N -2.7255 0.6143 -0.6723
C -4.0076 0.1368 -0.5817
O -4.8181 0.6938 0.1306
C -4.3354 -1.0806 -1.3717
C -5.5892 -1.1698 -1.9705
C -5.9489 -2.3077 -2.6670
C -5.0683 -3.3745 -2.7494
C -3.8291 -3.2992 -2.1350
C -3.4592 -2.1584 -1.4452
H -3.2031 4.0326 -4.5653
H -4.4732 2.8278 -4.3266
H -3.2714 2.6042 -5.5972
H -2.6538 2.6499 -2.6031
H -1.4795 2.3692 -3.8858
H -2.8282 0.3073 -4.5526
H -3.8288 0.5742 -3.1207
H -0.9956 -0.2266 -3.2517
H -2.4669 1.2485 0.0743
H -6.2700 -0.3359 -1.8842
H -6.9194 -2.3664 -3.1387
H -5.3530 -4.2685 -3.2851
H -3.1469 -4.1346 -2.1879
H -2.5019 -2.1148 -0.9510

Below is C25H29NOPtS5 as an isolated structure, with properties calculated with the ωB97M-V functional and the def2-TZVPD basis.

Properties
- E: -87341.97425 eV
- Total charge: +2
- LUMO level: -8.3680 eV
- HOMO level: -13.69 eV
- Spin multiplicity: 1

Element x y z (Å)
Pt 0.5718 0.6875 -0.5033
S -0.0741 0.8156 -2.8143
C -1.7337 1.3340 -2.6553
C -2.3172 1.9126 -3.7871
C -3.6136 2.3927 -3.7478
C -4.3708 2.2688 -2.5887
C -3.8237 1.6605 -1.4740
C -2.5058 1.2181 -1.5009
S -1.8925 0.3245 -0.0891
C -1.9605 1.5394 1.2800
C -0.7853 1.3963 2.2025
C -0.8189 1.9496 3.4753
C 0.3165 1.8770 4.2652
C 1.4510 1.2367 3.7805
C 1.4084 0.6950 2.5095
C 2.5582 -0.0002 1.8637
S 2.9582 0.7213 0.2239
C 3.1783 2.4231 0.7032
C 4.3974 2.7516 1.2837
C 4.6502 4.0512 1.6836
C 3.6754 5.0258 1.5021
C 2.4723 4.7054 0.8999
C 2.2138 3.3990 0.4742
S 0.7126 3.1291 -0.3623
N 0.3092 0.7832 1.7574
H -1.7271 1.9917 -4.6911
H -4.0363 2.8681 -4.6218
H -5.3909 2.6238 -2.5604
H -4.4215 1.5179 -0.5817
H -2.8861 1.3713 1.8310
H -1.9768 2.5382 0.8408
H -1.7118 2.4484 3.8252
H 0.3252 2.3320 5.2461
H 2.3454 1.1630 4.3825
H 2.3023 -1.0362 1.6278
H 3.4601 0.0249 2.4718
H 5.1537 1.9848 1.4051
H 5.6053 4.3054 2.1202
H 3.8621 6.0445 1.8123
H 1.7172 5.4638 0.7340
C -2.3049 -4.5726 0.9324
C -0.8267 -4.6215 1.3298
C 0.1333 -4.1514 0.2297
S -0.4513 -2.5426 -0.4266
O 0.7977 -1.6763 -0.5899
C -0.9915 -3.0733 -2.1114
C 0.0631 -2.8707 -3.1881
C 1.0574 -4.0226 -3.2976
H -2.9249 -4.8814 1.7719
H -2.5196 -5.2415 0.0977
H -2.6127 -3.5634 0.6553
H -0.5726 -5.6499 1.5881
H -0.6737 -4.0086 2.2210
H 0.1865 -4.8671 -0.5883
H 1.1336 -3.9649 0.6186
H -1.8909 -2.4831 -2.3020
H -1.2854 -4.1195 -2.0298
H 0.6033 -1.9527 -2.9815
H -0.4507 -2.7375 -4.1417
H 1.7034 -4.0822 -2.4205
H 1.6932 -3.8833 -4.1701
H 0.5355 -4.9733 -3.4204